Entry a
Entry from OMol25: a cluster of 2 separate species, C3H10N2O in total (wB97M-V/def2-TZVPD).

Each line ends with the Mulliken charge.
Cartesian coordinates (Å):
C -2.44376 0.32673 -1.23998  -1.022
O -1.77125 0.18521 -0.02747  0.299
H -3.23821 -0.42200 -1.21757  0.257
H -3.00194 1.26510 -1.40911  0.302
H -1.77356 0.20557 -2.09434  0.178
C 1.36160 -0.78062 0.93246  -0.338
C 1.13158 0.33031 0.22744  -2.433
N 0.71680 1.54623 0.82594  -0.995
N 1.97059 -1.95810 0.42218  -0.484
H 1.10019 -0.85032 1.98345  0.216
H 1.41925 0.35988 -0.81340  0.391
H -0.89749 0.60310 0.13561  0.349
H 0.97919 1.60375 1.80402  0.640
H 1.03008 2.37754 0.32385  1.080
H 1.92527 -1.99668 -0.59073  0.264
H 1.49168 -2.79570 0.73765  0.295

Calculated values
Multiplicity: 2
Gap between HOMO and LUMO (spin up / spin down): 2.830 / 7.834 eV
LUMO level (spin up / spin down): 0.1537 / 0.1494 Ha
Net charge: -1



Entry b
Entry from OMol25: a cluster of 2 separate species, C3H10N2O in total (wB97M-V/def2-TZVPD).

Each line ends with the Mulliken charge.
Cartesian coordinates (Å):
C 0.28771 -2.16541 0.22360  -0.941
C 0.05506 -1.17666 1.37720  -1.084
N -0.06437 0.20782 0.96135  -0.068
C -1.18165 0.60021 0.17381  -0.516
N -1.10677 1.01839 -1.07429  -0.652
H -0.42062 -1.94134 -0.57923  0.249
H 0.13562 -3.19772 0.54706  0.386
H 1.29572 -2.02534 -0.18993  0.269
H -0.87753 -1.48016 1.85689  0.468
H 0.84421 -1.21586 2.13174  0.447
H 0.76262 0.45583 0.42996  0.271
H -2.00069 1.03958 0.74135  0.227
H -1.99623 1.30651 -1.46176  0.086
H 1.03186 2.11734 -1.03079  0.364
H 1.17581 0.85538 -1.81474  0.344
O 1.71671 1.52301 -1.37340  -0.849

Calculated values
Multiplicity: 2
Gap between HOMO and LUMO (spin up / spin down): 3.684 / 8.086 eV
LUMO level (spin up / spin down): 0.1645 / 0.1590 Ha
Net charge: -1



Stability ranking, top entry: entry b; the second entry is 0.0375 hartree less favorable.



Entry a
Entry from OMol25: a cluster of 2 separate species, C5H11IN in total (wB97M-V/def2-TZVPD).

Each line ends with the Mulliken charge.
Cartesian coordinates (Å):
C 0.52383 -2.18786 0.43464  -0.016
C 0.15899 -1.27837 1.19983  -0.483
C 0.92837 -3.14869 -0.60620  -0.986
C 0.93847 1.92644 0.05566  -0.886
C -1.60321 1.84677 0.01404  -0.771
N -0.33847 1.05965 -0.29350  0.005
I -3.12702 0.38980 0.79635  0.156
H -0.06110 -0.64211 1.98075  0.718
H -2.06471 2.30102 -0.87446  0.451
H 1.95150 -3.49698 -0.49121  0.307
H 0.23471 -3.90757 -0.52811  0.312
H 0.82605 -2.58293 -1.56798  0.285
H 1.72175 1.25210 -0.43159  0.361
H 0.80438 2.93130 -0.33208  0.399
H 1.15669 1.86420 1.04322  0.379
H -1.50682 2.69360 0.74059  0.385
H -0.30256 0.06825 0.20502  -0.030
H -0.24084 0.91137 -1.34498  0.413

Calculated values
Multiplicity: 1
Gap between HOMO and LUMO: 9.669 eV
LUMO level: -0.1393 Ha
Net charge: +1



Entry b
Entry from OMol25: a cluster of 2 separate species, C5H11IN in total (wB97M-V/def2-TZVPD).

Each line ends with the Mulliken charge.
Cartesian coordinates (Å):
C 1.81106 -1.47933 1.73305  -0.773
C 2.30554 -1.60816 0.50223  -0.480
C -1.89612 -1.11140 2.00519  -1.563
C -1.52174 0.85031 0.08435  -0.270
C -1.02995 -1.36308 0.78226  0.288
N -0.95713 -0.25869 -0.22164  0.026
I 2.82059 0.02722 -0.73853  0.096
H 1.73860 -2.40545 2.30543  0.352
H 1.64985 -0.51153 2.08227  0.421
H -1.77393 -1.88953 2.67892  0.380
H -1.49021 -0.24999 2.42349  0.546
H -3.00453 -0.97495 1.84440  0.330
H -2.00154 0.99544 0.93075  0.384
H 2.73315 -2.46076 0.18873  0.503
H -1.48183 1.68351 -0.62151  0.263
H -1.32930 -2.15604 0.10692  0.356
H 0.06534 -1.57986 1.17010  -0.084
H -0.18650 -0.30060 -0.96059  0.222

Calculated values
Multiplicity: 1
Gap between HOMO and LUMO: 7.961 eV
LUMO level: -0.1795 Ha
Net charge: +1



Stability ranking, top entry: entry b; the second entry is 0.0131 hartree less favorable.



Entry a
Entry from OMol25: a structure of composition C37H49N7O5S2Ti (wB97M-V/def2-TZVPD).

Each line ends with the Mulliken charge.
Cartesian coordinates (Å):
Ti -0.21641 -0.35363 -0.10165  1.498
C 0.50856 0.24051 -4.50780  -0.919
C 0.25339 1.57537 -3.78712  -0.685
N -0.95167 1.50440 -2.96195  0.256
C -2.18171 1.24639 -3.68215  -0.947
C -2.86512 -0.14518 -3.48284  -1.112
S -2.29558 -1.25790 -2.16794  0.537
C -1.45308 -2.57724 -3.08465  -0.746
C -0.37771 -2.07777 -4.06569  -0.818
N 0.21815 -0.85376 -3.62008  0.497
H -0.16429 0.15955 -5.36502  0.450
H 1.52777 0.23916 -4.91224  0.403
H 1.08579 1.79489 -3.11357  0.015
H 0.20349 2.37484 -4.53833  0.454
H -1.02046 2.33528 -2.39360  0.095
H -2.00785 1.35267 -4.75740  0.332
H -2.92097 2.00743 -3.42559  0.446
H -3.92227 0.00647 -3.26429  0.665
H -2.81709 -0.72236 -4.40603  0.617
H -1.03071 -3.21078 -2.30440  0.024
H -2.21292 -3.15278 -3.61210  0.717
H 0.33340 -2.89630 -4.23371  0.463
H -0.85588 -1.88345 -5.02748  0.381
H 0.87171 -0.95617 -2.86629  -1.029
N 3.02153 1.18822 -0.89889  -0.351
C 2.60491 1.55223 0.45657  1.896
C 3.53158 2.54467 1.16026  -1.375
C 4.77507 1.86746 1.74112  0.045
C 4.69872 1.77847 3.26184  -1.464
N 3.58832 0.96193 3.76441  0.026
C 3.63062 -0.27917 4.20937  0.955
N 4.78113 -0.96006 4.31265  -0.368
N 2.48816 -0.85947 4.57757  -0.346
C 1.15696 2.03964 0.44822  -1.047
O 0.78304 2.94402 1.15556  -0.750
O 0.34689 1.39148 -0.39165  0.241
H 3.94407 0.76657 -0.89145  0.278
H 3.07606 2.01974 -1.47756  0.337
H 2.57342 0.61914 1.02821  -0.685
H 2.98495 3.07087 1.94495  0.540
H 3.81377 3.30718 0.43193  0.611
H 5.67665 2.43503 1.50366  0.407
H 4.91270 0.86789 1.31021  -0.002
H 4.55137 2.77365 3.67949  0.374
H 5.64337 1.42177 3.66624  0.457
H 2.64601 1.35458 3.71310  0.244
H 5.66325 -0.52835 4.11942  0.141
H 4.78930 -1.87531 4.72440  0.219
H 1.64036 -0.32415 4.48862  0.305
H 2.47280 -1.78031 4.97488  0.122
O 0.78161 0.35614 3.78682  -0.855
C 0.15602 0.37715 2.72791  -0.391
O 0.41111 -0.39797 1.73392  -0.017
H -0.65096 1.10255 2.60071  0.494
O -2.03233 0.25562 0.63078  -0.749
S -2.85265 1.19986 -0.26582  0.433
C -4.52848 0.61674 -0.07410  0.985
C -5.54147 1.28891 -0.74496  -0.606
C -6.83592 0.80512 -0.65435  -0.826
C -7.10075 -0.34000 0.08919  -0.572
C -6.07369 -1.00285 0.74530  -0.911
C -4.77025 -0.53058 0.66017  -0.172
C -2.96667 2.72235 0.63390  0.416
C -2.93136 2.73210 2.01821  -0.215
C -3.01637 3.94889 2.67240  -0.928
C -3.14327 5.12756 1.94505  -0.503
C -3.18080 5.09971 0.55783  -0.765
C -3.07908 3.88695 -0.11014  -0.421
H -5.33070 2.18572 -1.31827  0.420
H -7.63890 1.32187 -1.16382  0.428
H -8.11312 -0.71792 0.15175  0.415
H -6.28351 -1.89433 1.32196  0.443
H -3.95334 -1.03868 1.15564  0.298
H -2.84789 1.80479 2.57111  0.453
H -2.98442 3.97926 3.75346  0.446
H -3.20490 6.07532 2.46483  0.413
H -3.27240 6.01907 -0.00544  0.438
H -3.07357 3.85311 -1.19497  0.392
C -1.20594 -5.18583 1.35225  -0.746
C 0.10170 -5.34685 0.91473  -0.721
C 0.79303 -4.30302 0.31453  -0.828
C 0.18912 -3.05372 0.13861  0.073
C -1.13949 -2.91233 0.56996  0.595
C -1.82138 -3.95764 1.16842  -1.487
N 0.81914 -1.95942 -0.50507  1.060
C 2.24761 -2.00037 -0.56535  -0.611
C 2.93294 -1.93296 -1.77196  -0.191
C 4.32207 -1.96405 -1.81065  -0.842
C 5.05567 -2.06817 -0.63808  -0.761
C 4.37804 -2.15484 0.57404  -0.692
C 2.99288 -2.12611 0.60851  0.202
H -1.74150 -6.00632 1.81262  0.415
H 0.59422 -6.30532 1.03209  0.390
H 1.80452 -4.46265 -0.03444  0.479
H -1.67292 -1.97746 0.42499  0.719
H -2.84769 -3.81300 1.48419  0.504
H 2.38557 -1.88151 -2.70233  0.621
H 4.82913 -1.91690 -2.76678  0.427
H 6.13788 -2.10248 -0.66847  0.406
H 4.93771 -2.26021 1.49804  0.403
H 2.46222 -2.19261 1.54986  0.638

Calculated values
Multiplicity: 2
Gap between HOMO and LUMO (spin up / spin down): 7.715 / 7.963 eV
LUMO level (spin up / spin down): -0.0634 / -0.0633 Ha
Net charge: +1



Entry b
Entry from OMol25: a structure of composition C37H49N7O5S2Ti (wB97M-V/def2-TZVPD).

Each line ends with the Mulliken charge.
Cartesian coordinates (Å):
Ti 0.13536 -0.73793 0.18262  0.447
C 0.77978 -3.89283 2.15275  -0.954
C -0.56100 -3.20820 2.37484  -0.842
N -0.42901 -1.75099 2.46172  0.601
C 0.03510 -1.26062 3.76426  -0.545
C 1.53047 -1.32005 4.06498  -1.307
S 2.65415 -0.83882 2.72660  0.065
C 3.46177 -2.42223 2.37661  -1.152
C 2.94530 -3.21396 1.17918  -0.347
N 1.49748 -3.25601 1.06030  0.335
H 1.38244 -3.82158 3.05691  0.293
H 0.61232 -4.96563 1.99477  0.411
H -1.23286 -3.41516 1.53831  0.123
H -1.03535 -3.62178 3.27465  0.519
H -1.36422 -1.37391 2.34213  0.110
H -0.29610 -0.22514 3.83757  0.030
H -0.48254 -1.78993 4.57733  0.504
H 1.70722 -0.64398 4.90413  0.692
H 1.83306 -2.30460 4.41657  0.609
H 4.51438 -2.19928 2.19599  0.581
H 3.44195 -3.00868 3.29574  0.614
H 3.31253 -2.74059 0.27226  -0.113
H 3.39930 -4.21543 1.23712  0.443
H 1.25702 -3.67498 0.17183  0.147
N -0.62694 -2.39273 -1.32949  -0.273
C -1.93158 -1.90027 -1.81071  -0.096
C -2.72857 -2.96756 -2.56633  -0.662
C -4.06144 -2.55745 -3.20636  -1.346
C -4.03816 -1.28297 -4.05083  -0.928
N -4.11223 -0.11251 -3.18239  0.033
C -4.17943 1.13363 -3.59475  0.771
N -4.26985 1.41262 -4.90706  -0.402
N -4.16194 2.13572 -2.70987  -0.297
C -2.64034 -1.29224 -0.59454  0.031
O -3.81690 -0.93077 -0.67170  -0.931
O -1.91159 -1.17884 0.44229  -0.144
H -0.00776 -2.60388 -2.10847  0.076
H -0.77892 -3.25919 -0.81832  0.375
H -1.71178 -1.06236 -2.47638  0.297
H -2.92201 -3.81381 -1.89892  0.372
H -2.06630 -3.35138 -3.34963  0.425
H -4.84172 -2.45456 -2.45253  0.369
H -4.37130 -3.37879 -3.85565  0.524
H -4.90203 -1.28846 -4.72300  0.738
H -3.13391 -1.24118 -4.66818  0.460
H -4.10586 -0.30737 -2.15505  0.140
H -4.43255 0.67609 -5.56920  0.189
H -4.41108 2.35596 -5.22007  0.208
H -3.74564 1.98596 -1.78945  0.045
H -4.11436 3.08123 -3.04803  0.238
O -2.20627 1.90997 -0.61921  -0.765
C -1.26790 1.60028 -1.35734  -0.649
O -0.53944 0.56438 -1.30137  1.179
H -1.03570 2.25055 -2.22949  0.300
O 0.19589 0.97585 1.32562  -0.404
S 0.64282 1.78730 2.52429  0.115
C -0.90070 2.18699 3.32691  0.489
C -0.84581 2.74450 4.59720  -0.684
C -2.03229 3.03801 5.24838  -0.771
C -3.24670 2.76045 4.63144  -0.611
C -3.27939 2.19556 3.36502  -1.085
C -2.09953 1.90017 2.69358  0.394
C 1.07566 3.38966 1.89671  0.738
C 0.27426 4.00932 0.94474  -0.356
C 0.64884 5.25942 0.48718  -0.920
C 1.78935 5.87902 0.99503  -0.529
C 2.56968 5.24981 1.95067  -0.783
C 2.21960 3.98232 2.40093  -0.449
H 0.10744 2.94849 5.07116  0.477
H -2.01053 3.47639 6.23674  0.447
H -4.17218 2.98358 5.14544  0.419
H -4.22700 1.97971 2.88986  0.535
H -2.11316 1.47426 1.69628  0.312
H -0.61765 3.51455 0.57776  0.565
H 0.04746 5.76374 -0.25739  0.453
H 2.06729 6.86158 0.63700  0.401
H 3.45774 5.73276 2.33486  0.438
H 2.83628 3.45972 3.12160  0.500
C 2.02694 -2.25374 -4.79313  -0.788
C 2.29216 -3.09581 -3.72452  -0.638
C 2.26685 -2.60613 -2.42337  0.023
C 1.96144 -1.26808 -2.15864  -0.730
C 1.70813 -0.42911 -3.24745  0.107
C 1.74345 -0.91677 -4.54454  -0.909
N 1.87940 -0.77959 -0.82186  2.150
C 2.83788 0.26724 -0.59800  -1.029
C 4.15598 -0.06897 -0.28154  0.119
C 5.11090 0.91221 -0.07413  -0.889
C 4.76857 2.25489 -0.18462  -0.895
C 3.46696 2.59860 -0.50894  -1.005
C 2.50831 1.61409 -0.71313  0.336
H 2.05707 -2.62853 -5.80748  0.423
H 2.53453 -4.13668 -3.89896  0.471
H 2.49478 -3.27315 -1.60258  0.175
H 1.47125 0.60941 -3.06319  0.289
H 1.54768 -0.24408 -5.37062  0.457
H 4.43060 -1.11378 -0.21984  0.491
H 6.12820 0.62875 0.16408  0.469
H 5.51620 3.02218 -0.03077  0.429
H 3.18740 3.64069 -0.60876  0.532
H 1.49290 1.88554 -0.96617  0.175

Calculated values
Multiplicity: 2
Gap between HOMO and LUMO (spin up / spin down): 8.012 / 8.094 eV
LUMO level (spin up / spin down): -0.0660 / -0.0660 Ha
Net charge: +1



Stability ranking, top entry: entry b; the second entry is 0.0876 hartree less favorable.